# C6H13NO

A 2-piece molecular cluster, C6H13NO overall at a distorted geometry (ωB97M-V/def2-TZVPD, the Open Molecules 2025 dataset).

## Properties
- structure (SMILES) = C/C=C/C/C=C/N.O
- gap between HOMO and LUMO (eV) = 8.48

```
! wB97M-V def2-TZVPD RIJCOSX def2/J DEFGRID3
* xyz 0 1
C 0.43 -0.03 -0.58
C 1.25 -0.49 -1.54
N 1.01 -0.29 -2.93
C 0.42 -0.14 0.94
C -0.84 0.45 1.51
C -2.05 -0.10 1.40
C -3.42 0.38 1.61
H -0.30 0.59 -0.93
H 1.97 -1.21 -1.34
H 1.53 -0.73 -3.73
H 0.74 0.70 -3.07
H 1.29 0.60 1.34
H 0.74 -1.14 1.26
H -0.81 1.44 1.90
H -1.93 -1.08 0.95
H -3.80 0.77 0.59
H -4.03 -0.45 1.81
H -3.61 1.15 2.27
H 3.46 -0.30 0.33
H 4.19 -0.29 -1.22
O 3.77 0.16 -0.58
*
```


# C6H13NO

A 3-piece molecular cluster, C6H13NO overall at a distorted geometry (ωB97M-V/def2-TZVPD, the Open Molecules 2025 dataset).

## Properties
- gap between HOMO and LUMO (spin up / spin down) (eV) = 8.81 / 7.55

```
! wB97M-V def2-TZVPD RIJCOSX def2/J DEFGRID3
* xyz 0 1
C 0.34 0.38 -0.17
C -0.14 0.23 2.35
C 1.59 1.22 -0.22
C -1.57 -0.15 2.42
N -0.76 0.89 -0.74
C 0.75 -1.63 -1.87
C 0.13 -1.40 -3.01
O 0.35 -0.78 0.30
H -0.75 1.77 -1.24
H -1.54 0.26 -0.90
H 1.30 -2.52 -1.58
H 0.61 -0.45 2.75
H 0.13 1.28 2.34
H 2.14 0.91 -1.11
H 2.19 1.01 0.66
H 1.38 2.29 -0.28
H -2.17 0.45 1.74
H -1.99 0.02 3.43
H -1.72 -1.20 2.18
H 0.14 -2.11 -3.85
H -0.41 -0.48 -3.21
*
```


# C6H13NO

A 2-piece molecular cluster, C6H13NO overall (ωB97M-V/def2-TZVPD, the Open Molecules 2025 dataset).

## Properties
- gap between HOMO and LUMO (spin up / spin down) (eV) = 8.23 / 8.23

```
! wB97M-V def2-TZVPD RIJCOSX def2/J DEFGRID3
* xyz 0 1
C -0.61 1.98 0.83
C -1.79 -0.19 -0.67
C -0.29 -1.76 0.69
C -0.66 -0.37 0.30
N -0.18 0.61 1.02
H -0.30 2.37 -0.14
H -1.70 2.08 0.92
H -0.14 2.59 1.61
H -1.87 -1.05 -1.33
H -2.73 -0.10 -0.11
H -1.12 -2.20 1.24
H 0.60 -1.78 1.32
H -0.10 -2.37 -0.20
H -1.68 0.71 -1.27
C 2.30 -0.30 -0.37
C 1.50 -0.06 -1.45
O 2.30 0.34 0.76
H 1.00 0.52 1.14
H 2.95 -1.19 -0.41
H 1.59 -0.66 -2.34
H 0.94 0.86 -1.53
*
```


# C6H13NO

One molecule with the formula C6H13NO at a distorted geometry (ωB97M-V/def2-TZVPD, the Open Molecules 2025 dataset).

## Properties
- structure (SMILES) = CC(=O)N(C)C(C)C
- gap between HOMO and LUMO (eV) = 9.80

```
! wB97M-V def2-TZVPD RIJCOSX def2/J DEFGRID3
* xyz 0 1
C -1.20 -1.66 1.63
C -0.30 -1.61 0.43
N 0.44 -0.48 0.21
C 1.66 -0.67 -0.84
C 0.69 1.92 0.37
C -0.24 0.82 0.12
C -0.97 0.92 -1.33
O -0.09 -2.57 -0.37
H -1.15 -0.69 2.29
H -0.72 -2.33 2.37
H -2.19 -2.08 1.36
H 2.23 -1.64 -0.73
H 2.10 0.29 -0.74
H 1.26 -0.81 -1.99
H 1.64 1.64 0.91
H 1.13 2.44 -0.47
H 0.29 2.81 1.01
H -1.08 0.85 0.84
H -0.21 1.39 -2.07
H -1.28 0.00 -1.88
H -2.01 1.43 -1.12
*
```


# C6H13NO

One molecule with the formula C6H13NO at a distorted geometry (ωB97M-V/def2-TZVPD, the Open Molecules 2025 dataset).

## Properties
- structure (SMILES) = CC(=O)N(C)C(C)C
- gap between HOMO and LUMO (eV) = 10.06

```
! wB97M-V def2-TZVPD RIJCOSX def2/J DEFGRID3
* xyz 0 1
C -1.78 -1.63 0.56
C -0.33 -1.44 0.92
N 0.28 -0.24 0.66
C 1.69 -0.17 1.03
C -0.08 2.11 -0.11
C -0.15 0.61 -0.43
C 0.40 0.25 -1.82
O 0.30 -2.34 1.46
H -1.86 -2.00 -0.46
H -2.31 -0.68 0.51
H -2.24 -2.34 1.23
H 2.29 -0.92 0.51
H 1.78 -0.36 2.08
H 2.04 0.84 0.88
H -0.84 2.46 0.60
H 0.83 2.37 0.42
H -0.14 2.65 -1.05
H -1.24 0.50 -0.49
H 1.39 -0.21 -1.80
H -0.26 -0.52 -2.20
H 0.23 1.07 -2.52
*
```


# C6H13NO

A 2-piece molecular cluster, C6H13NO overall at a distorted geometry (ωB97M-V/def2-TZVPD, the Open Molecules 2025 dataset).

## Properties
- structure (SMILES) = C=CCN/C=C/C.O
- gap between HOMO and LUMO (eV) = 8.63

```
! wB97M-V def2-TZVPD RIJCOSX def2/J DEFGRID3
* xyz 0 1
C 3.23 -0.70 -0.23
C 1.98 -0.27 0.50
C 1.05 0.59 0.08
N 0.06 1.08 0.93
C -1.13 1.62 0.26
C -2.63 -0.19 0.86
C -2.11 0.55 -0.11
H 3.63 -1.59 0.24
H 3.00 -0.90 -1.27
H 4.01 0.07 -0.23
H 1.72 -0.85 1.39
H 0.96 0.89 -0.96
H 0.17 0.85 1.90
H -0.72 2.22 -0.55
H -1.62 2.35 0.92
H -2.41 -0.09 1.93
H -3.35 -1.00 0.79
H -2.62 0.57 -1.07
H -0.66 -1.20 -1.32
H 0.25 -2.38 -1.81
O -0.64 -2.01 -1.83
*
```


# C6H13NO

A 2-piece molecular cluster, C6H13NO overall (ωB97M-V/def2-TZVPD, the Open Molecules 2025 dataset).

## Properties
- structure (SMILES) = C/C=C(N)/C=C/C.O
- gap between HOMO and LUMO (eV) = 8.94

```
! wB97M-V def2-TZVPD RIJCOSX def2/J DEFGRID3
* xyz 0 1
C 0.05 -2.25 1.94
N -0.11 -1.28 -0.79
C 0.42 -0.47 0.24
C 0.53 -0.92 1.49
C 0.94 2.94 -1.53
C 0.50 1.57 -1.15
C 0.88 0.87 -0.09
H 0.75 -3.01 1.56
H -0.99 -2.47 1.70
H 0.10 -2.33 3.03
H 0.47 -1.34 -1.61
H -0.16 -2.24 -0.47
H 0.93 -0.22 2.21
H 1.50 2.93 -2.47
H 1.58 3.37 -0.74
H 0.08 3.60 -1.64
H -0.25 1.14 -1.82
H 1.56 1.30 0.63
H -2.19 -0.69 -0.22
H -3.59 -0.16 -0.52
O -3.00 -0.36 0.22
*
```


# C6H13NO

A 2-piece molecular cluster, C6H13NO overall at a distorted geometry (ωB97M-V/def2-TZVPD, the Open Molecules 2025 dataset).

## Properties
- structure (SMILES) = C=C/C(C)=C(\C)N.O
- gap between HOMO and LUMO (eV) = 8.07

```
! wB97M-V def2-TZVPD RIJCOSX def2/J DEFGRID3
* xyz 0 1
C 1.11 -2.62 0.69
N -0.82 -1.33 -1.00
C 0.06 -0.66 -0.25
C 0.92 -1.18 0.65
C 1.73 -0.24 1.41
C 2.91 -0.36 1.94
C 0.18 0.86 -0.57
H 0.22 -3.15 0.93
H 1.45 -3.04 -0.36
H 1.85 -2.89 1.52
H -1.82 -1.04 -1.01
H -0.78 -2.29 -1.01
H 1.24 0.76 1.50
H 3.42 0.54 2.28
H 3.71 -1.14 1.85
H 1.04 1.38 -0.26
H 0.16 0.87 -1.68
H -0.66 1.41 -0.13
H -3.81 3.76 -2.01
H -5.33 3.87 -2.06
O -4.55 4.42 -1.97
*
```


# C6H13NO2

A 2-piece molecular cluster, C6H13NO2 overall at a distorted geometry (ωB97M-V/def2-TZVPD, the Open Molecules 2025 dataset).

## Properties
- structure (SMILES) = CN(C)C=O.CC(C)=O
- gap between HOMO and LUMO (eV) = 10.00

```
! wB97M-V def2-TZVPD RIJCOSX def2/J DEFGRID3
* xyz 0 1
C 2.66 -0.52 0.51
C 1.40 -1.19 -1.48
N 1.74 -0.13 -0.54
C 0.90 1.11 -0.33
O 0.96 1.83 0.61
H 1.13 0.99 -1.49
H 0.96 -2.05 -0.98
H 3.61 -0.86 0.10
H 2.22 -1.33 1.10
H 2.83 0.33 1.17
H 2.28 -1.52 -2.03
H 0.68 -0.79 -2.20
C -1.86 0.01 1.74
C -2.52 1.07 -0.48
C -1.85 -0.07 0.24
O -1.50 -1.08 -0.34
H -3.56 1.17 -0.16
H -1.19 0.82 2.04
H -1.52 -0.92 2.18
H -2.86 0.25 2.12
H -2.51 0.90 -1.56
H -2.01 2.00 -0.23
*
```


# C6H13NO2

C6H13NO2 as an isolated structure at a distorted geometry (ωB97M-V/def2-TZVPD, the Open Molecules 2025 dataset).

## Properties
- gap between HOMO and LUMO (eV) = 7.97

```
! wB97M-V def2-TZVPD RIJCOSX def2/J DEFGRID3
* xyz 0 1
C 1.32 0.64 -2.00
C -0.76 -0.75 -1.71
C 0.10 0.37 -1.11
O -0.57 1.44 -0.76
H 1.87 1.50 -1.61
H 0.99 0.89 -3.01
H 1.97 -0.23 -2.06
H -1.69 -0.87 -1.16
H -0.98 -0.51 -2.75
H -0.22 -1.70 -1.69
C -1.35 -0.51 1.93
C -0.16 0.25 1.47
N 0.01 1.51 1.90
C 0.78 -0.32 0.53
O 0.90 -1.73 0.55
H 1.23 -2.06 1.39
H 0.59 2.07 1.27
H -0.84 2.01 2.15
H 1.77 0.14 0.61
H -1.88 0.00 2.73
H -2.02 -0.65 1.08
H -1.05 -1.50 2.27
*
```


# C6H13NO2

A 3-piece molecular cluster, C6H13NO2 overall at a distorted geometry (ωB97M-V/def2-TZVPD, the Open Molecules 2025 dataset).

## Properties
- gap between HOMO and LUMO (eV) = 9.51

```
! wB97M-V def2-TZVPD RIJCOSX def2/J DEFGRID3
* xyz 0 1
C 0.32 1.82 0.06
C -1.58 0.06 -1.22
C -0.58 2.64 0.92
O -0.85 0.20 -0.06
H 0.15 1.83 -1.01
H 1.37 2.03 0.23
H -2.65 0.29 -1.08
H -1.48 -0.96 -1.63
H -1.23 0.73 -2.04
H -1.61 2.59 0.58
H -0.53 2.28 1.95
H -0.22 3.68 0.91
C 0.92 -0.90 0.80
N 0.34 -1.78 1.66
C 1.29 -1.37 -0.55
C 1.24 -2.62 -0.99
O 1.33 0.20 1.24
H 0.03 -1.37 2.53
H -0.27 -2.48 1.27
H 1.59 -0.57 -1.21
H 0.96 -3.45 -0.35
H 1.48 -2.86 -2.01
*
```


The calculation returns the following DFT total energy values, one per record and in order: -9967.226; -9965.102; -9968.652; -9968.567; -9970.436; -9968.332; -9969.709; -9968.382; -12015.528; -12015.641; -12013.945 eV.